(1)
{
  "formula": "C3H11N2O",
  "method": "wB97M-V/def2-TZVPD",
  "species": ["C", "C", "C", "N", "N", "H", "H", "H", "H", "H", "H", "H", "H", "H", "H", "H", "O"],
  "xyz": [[2.07330, -0.46682, 0.08885], [0.58137, -0.43776, 0.13120], [-0.30953, 0.28061, 0.94423], [-0.33969, 0.08019, 2.35851], [0.04766, -0.61036, -1.30531], [2.43635, -0.44071, 1.11785], [2.55307, 0.42104, -0.37242], [2.49037, -1.34626, -0.40763], [-0.85895, 1.16296, 0.58151], [0.46646, -0.41381, 2.71212], [-0.41907, 0.96848, 2.83111], [-0.07936, -1.59673, -1.50948], [0.71165, -0.23045, -1.97790], [-0.86409, -0.16844, -1.42725], [-2.46818, 0.93667, -0.53976], [-3.44094, 1.10147, -1.74261], [-2.58042, 0.75993, -1.48300]],
  "lowdin_spin": [0.062, 0.250, 0.418, 0.138, 0.023, 0.003, 0.022, -0.001, 0.053, 0.008, 0.003, 0.009, 0.001, 0.003, 0.003, 0.000, 0.007],
  "largest_force_ev_per_a": 1.00,
  "homo_lumo_gap_ev": [4.7, 6.9],
  "s_squared": 0.755,
  "relative_energy_ev": 1.905,
  "homo_ha": [-0.150, -0.232],
  "total_charge": 0,
  "e_lumo_ev": [0.63, 0.60],
  "multiplicity": 2
}

(2)
{
  "formula": "C9H14",
  "method": "wB97M-V/def2-TZVPD",
  "species": ["C", "C", "C", "C", "C", "C", "C", "H", "H", "H", "H", "H", "H", "H", "H", "C", "C", "H", "H", "H", "H", "H", "H"],
  "xyz": [[-2.56017, -2.46739, -1.77840], [-1.94159, -1.21532, -1.22910], [-1.70988, -1.11242, 0.14388], [-0.96575, -0.05092, 0.62812], [-0.57431, 1.01133, -0.18552], [-0.93537, 0.95247, -1.51839], [-1.57602, -0.16554, -2.05106], [-2.07327, -2.78910, -2.70692], [-3.62245, -2.37029, -2.03337], [-2.46519, -3.31202, -1.09668], [-1.88928, -1.96486, 0.78319], [-0.70750, -0.06087, 1.68483], [-0.03628, 1.84676, 0.22842], [-0.69014, 1.80896, -2.13953], [-1.63633, -0.26596, -3.12934], [3.44264, 0.72066, 1.76855], [2.40168, 1.84795, 1.82781], [3.16188, 0.02667, 0.98129], [4.44667, 1.04572, 1.48290], [3.54426, 0.20654, 2.72640], [2.62251, 2.65690, 1.14146], [1.43369, 1.38932, 1.64010], [2.33021, 2.26142, 2.83138]],
  "mulliken_charge": [-1.352, 0.986, -0.562, -0.264, -0.544, -0.376, -0.498, 0.331, 0.284, 0.339, 0.286, 0.313, 0.417, 0.335, 0.330, -0.922, -0.285, 0.292, 0.297, 0.267, 0.291, -0.273, 0.311],
  "largest_force_ev_per_a": 1.12,
  "homo_lumo_gap_ev": 10.1,
  "relative_energy_ev": 0.321,
  "smiles": "Cc1ccccc1.CC",
  "homo_ha": -0.334,
  "total_charge": 0,
  "e_lumo_ev": 1.05
}

(3)
{
  "formula": "C24H76N2O13",
  "method": "wB97M-V/def2-TZVPD",
  "species": ["O", "H", "H", "O", "H", "H", "O", "H", "H", "C", "C", "C", "O", "C", "N", "H", "H", "H", "H", "H", "H", "H", "H", "H", "H", "H", "C", "C", "C", "O", "C", "N", "H", "H", "H", "H", "H", "H", "H", "H", "H", "H", "H", "C", "C", "O", "H", "H", "H", "H", "H", "H", "C", "C", "O", "H", "H", "H", "H", "H", "H", "C", "C", "O", "H", "H", "H", "H", "H", "H", "C", "C", "O", "H", "H", "H", "H", "H", "H", "C", "C", "O", "H", "H", "H", "H", "H", "H", "C", "C", "O", "H", "H", "H", "H", "H", "H", "C", "C", "O", "H", "H", "H", "H", "H", "H", "C", "C", "O", "H", "H", "H", "H", "H", "H"],
  "xyz": [[-6.21780, 8.40284, 22.48069], [-6.54344, 7.57312, 22.87784], [-6.45776, 8.30105, 21.54446], [-3.47881, 8.12598, 22.95005], [-4.41293, 8.22983, 22.70323], [-3.38458, 8.66514, 23.71673], [-5.76189, 11.52351, 19.07377], [-6.59951, 11.44465, 19.55926], [-6.04767, 11.83053, 18.19683], [-5.45262, 3.64452, 18.65661], [-4.87346, 3.73070, 17.18748], [-4.10558, 2.45334, 16.93572], [-2.89922, 2.40098, 17.68232], [-1.86540, 3.22365, 17.17134], [-5.98703, 3.73547, 16.24237], [-6.18760, 2.83821, 18.71527], [-5.87417, 4.55986, 19.04935], [-4.55721, 3.41376, 19.26451], [-4.25391, 4.58125, 17.13859], [-3.84302, 2.31713, 15.88806], [-4.69610, 1.57706, 17.25241], [-1.16165, 2.59473, 16.57866], [-1.34350, 3.72970, 17.97332], [-2.27245, 3.96013, 16.51302], [-5.68135, 4.21519, 15.37246], [-6.72071, 4.33502, 16.60959], [-3.24559, 10.70152, 15.59984], [-2.76017, 12.06719, 16.13787], [-1.83951, 11.82833, 17.33827], [-1.17352, 12.92522, 17.87610], [-1.96590, 13.91360, 18.44793], [-2.12644, 12.80426, 15.03610], [-4.05081, 10.27048, 16.19249], [-2.36853, 10.01743, 15.64039], [-3.56318, 10.76781, 14.57403], [-3.58156, 12.66083, 16.50814], [-1.08712, 11.03368, 17.02940], [-2.47064, 11.29188, 18.05985], [-2.45763, 14.60849, 17.78879], [-1.29206, 14.53631, 19.03467], [-2.62220, 13.52642, 19.24236], [-1.24595, 13.16852, 15.33065], [-1.91577, 12.15815, 14.29363], [-2.77931, 4.48502, 22.24380], [-4.20323, 4.10172, 22.66835], [-4.82117, 5.02582, 23.55499], [-2.77684, 5.24791, 21.46785], [-2.27971, 3.67550, 21.76918], [-2.13477, 4.79966, 23.06963], [-4.14767, 3.11483, 23.16048], [-4.78666, 3.82736, 21.76358], [-4.37857, 5.85464, 23.38436], [-9.96042, 9.87461, 20.49954], [-9.74538, 11.38320, 20.30784], [-8.59432, 11.54334, 19.45377], [-9.09773, 9.58072, 21.04843], [-10.10726, 9.28407, 19.54995], [-10.84978, 9.73564, 21.15230], [-9.60704, 11.76956, 21.33968], [-10.67012, 11.80434, 19.87077], [-8.58339, 12.41415, 19.07449], [-7.80739, 5.69904, 21.16721], [-8.49640, 6.04890, 22.49849], [-7.50993, 6.30608, 23.44997], [-7.18101, 6.57417, 20.83644], [-8.54273, 5.58299, 20.39995], [-7.17163, 4.81090, 21.37893], [-9.10606, 5.21749, 22.84599], [-9.24476, 6.85112, 22.46864], [-7.04452, 5.49148, 23.69722], [-6.99402, 7.60043, 16.34232], [-6.98387, 6.84936, 14.96331], [-5.63979, 6.54414, 14.57170], [-7.99460, 7.87860, 16.62395], [-6.41162, 8.53712, 16.26632], [-6.50412, 6.96448, 17.07363], [-7.44940, 7.53589, 14.23266], [-7.48987, 5.89529, 14.84738], [-5.10809, 7.31939, 14.63977], [-4.33397, 7.06495, 19.35811], [-4.48132, 8.57683, 19.64003], [-5.87254, 8.78219, 19.60069], [-4.49067, 6.73168, 18.30899], [-4.93716, 6.51204, 20.05304], [-3.30640, 6.79114, 19.58890], [-3.91472, 9.25765, 19.00257], [-4.12510, 8.84440, 20.62214], [-6.02287, 9.63683, 19.17025], [-2.17151, 11.10592, 21.09821], [-3.27761, 11.61839, 22.01829], [-3.97515, 12.77575, 21.45828], [-1.89567, 10.11647, 21.51104], [-1.32633, 11.78994, 20.88516], [-2.53486, 10.75093, 20.11124], [-2.89323, 11.96451, 22.97742], [-3.98434, 10.79289, 22.22792], [-4.44909, 12.44905, 20.72052], [-2.67903, 6.79824, 16.32598], [-1.86768, 6.92213, 15.02517], [-2.86865, 7.39386, 14.02418], [-2.03846, 6.59921, 17.23014], [-3.44615, 6.05717, 16.18055], [-3.14303, 7.77066, 16.49683], [-1.35411, 6.00361, 14.76284], [-1.05970, 7.61092, 15.11056], [-2.88965, 6.92370, 13.19941], [-0.85018, 8.49121, 19.01945], [0.11810, 7.34270, 18.79047], [-0.65175, 6.11202, 19.00363], [-1.72829, 8.36167, 18.35535], [-0.41008, 9.46975, 18.92498], [-1.25161, 8.55968, 20.03803], [0.93356, 7.31620, 19.50705], [0.36994, 7.23181, 17.77226], [-1.25938, 6.33104, 19.73101]],
  "mulliken_charge": [-0.777, 0.600, 0.049, -0.586, 0.283, 0.310, -0.522, 0.385, 0.207, -1.583, 3.088, -0.993, -0.400, -0.272, -0.763, 0.408, 0.103, 0.350, -1.798, 0.412, 0.325, 0.306, 0.167, 0.017, 0.281, 0.310, -1.197, 0.664, 0.088, -0.423, -0.625, -0.730, 0.094, 0.185, 0.482, 0.195, 0.099, -0.265, 0.364, 0.277, 0.198, 0.260, 0.275, -1.028, 0.200, -0.535, -0.011, 0.493, 0.385, 0.384, -0.123, 0.300, -0.789, -0.373, -0.438, 0.042, 0.283, 0.377, 0.269, 0.341, 0.254, -0.027, -0.626, -0.584, -0.269, 0.445, 0.110, 0.351, 0.255, 0.314, -0.354, -0.518, -0.449, 0.447, 0.109, -0.133, 0.301, 0.355, 0.211, 1.624, 2.668, -0.298, -0.945, 0.015, -0.871, -1.372, -0.779, 0.112, -0.147, -0.225, -0.583, 0.377, 0.361, -0.470, 0.369, 0.037, 0.215, 0.502, -1.240, -0.503, 0.342, -0.162, 0.045, 0.500, 0.347, 0.259, -0.339, -0.561, -0.486, -0.240, 0.543, 0.330, 0.315, 0.365, 0.081],
  "largest_force_ev_per_a": 3.17,
  "homo_lumo_gap_ev": 9.2,
  "relative_energy_ev": 1.578,
  "homo_ha": -0.335,
  "total_charge": 0,
  "e_lumo_ev": 0.07
}

(4)
{
  "formula": "C3H8FN2O2",
  "method": "wB97M-V/def2-TZVPD",
  "species": ["C", "C", "N", "C", "F", "N", "O", "O", "H", "H", "H", "H", "H", "H", "H", "H"],
  "xyz": [[-1.30072, 0.95815, 1.07410], [-0.35893, 0.57722, -0.06336], [0.72537, 1.53711, -0.18684], [0.12558, -0.86923, 0.09630], [1.07631, -0.93903, 1.17804], [0.76779, -1.44113, -1.13279], [1.64899, -0.61185, -1.70656], [1.10086, -2.70874, -0.94714], [-2.15965, 0.27328, 1.13478], [-0.76836, 0.92560, 2.03752], [-1.66554, 1.98372, 0.92150], [-0.93309, 0.60050, -1.00769], [1.38584, 1.08989, -0.84184], [1.21931, 1.56656, 0.70499], [-0.68299, -1.55886, 0.40207], [-0.18076, -1.38320, -1.66307]],
  "mulliken_charge": [-1.499, 0.513, -0.802, -0.502, -0.377, 0.636, -0.835, -0.804, 0.371, 0.294, 0.370, 0.371, 0.414, 0.287, 0.329, 0.234],
  "largest_force_ev_per_a": 2.55,
  "homo_lumo_gap_ev": 7.3,
  "relative_energy_ev": 0.738,
  "smiles": "C[C@@H](N)[C@H](F)[NH+]([O-])[O-]",
  "homo_ha": -0.129,
  "total_charge": -1,
  "e_lumo_ev": 3.83
}